{"formula": "C25H18F10IN3O2SW", "method": "ωB97M-V with the def2-TZVPD basis set", "symbols": ["W", "C", "N", "C", "C", "N", "C", "C", "F", "C", "F", "C", "F", "C", "F", "C", "F", "C", "C", "N", "C", "C", "F", "C", "F", "C", "F", "C", "F", "C", "F", "H", "H", "H", "H", "H", "H", "H", "H", "H", "H", "H", "I", "C", "H", "H", "O", "C", "O", "C", "C", "C", "C", "S", "C", "C", "H", "H", "H", "H", "H"], "xyz": [[0.063, -0.730, 0.157], [-1.056, 1.983, -0.764], [-1.569, 0.578, -0.623], [-2.679, 0.581, 0.358], [-2.045, 0.715, 1.738], [-0.622, 0.346, 1.618], [0.218, 0.872, 2.650], [1.130, 1.896, 2.444], [1.315, 2.409, 1.218], [1.889, 2.403, 3.486], [2.757, 3.370, 3.261], [1.724, 1.895, 4.768], [2.436, 2.376, 5.760], [0.811, 0.874, 4.999], [0.662, 0.377, 6.209], [0.076, 0.373, 3.942], [-0.772, -0.633, 4.157], [-1.989, 0.074, -1.951], [-0.714, -0.030, -2.739], [0.282, -0.638, -1.822], [1.326, -1.320, -2.514], [1.903, -0.884, -3.705], [1.549, 0.271, -4.258], [2.895, -1.628, -4.327], [3.432, -1.187, -5.443], [3.343, -2.818, -3.769], [4.287, -3.513, -4.360], [2.801, -3.261, -2.570], [3.212, -4.382, -2.005], [1.815, -2.500, -1.986], [1.272, -2.886, -0.800], [-1.755, 2.541, -1.387], [-0.068, 1.991, -1.219], [-0.993, 2.445, 0.215], [-3.234, -0.348, 0.248], [-3.347, 1.415, 0.138], [-2.525, 0.031, 2.441], [-2.118, 1.726, 2.138], [-2.711, 0.756, -2.403], [-2.456, -0.901, -1.814], [-0.365, 0.933, -3.106], [-0.845, -0.682, -3.603], [1.734, -2.044, 2.075], [2.130, -0.605, 0.547], [2.805, -1.049, -0.181], [2.533, 0.300, 0.987], [0.926, -7.948, 3.672], [-0.067, -7.094, 3.976], [-0.743, -7.246, 4.946], [-0.317, -5.944, 3.031], [-0.902, -4.804, 3.578], [-1.219, -3.730, 2.766], [-0.947, -3.807, 1.398], [-1.452, -2.474, 0.351], [-0.403, -4.954, 0.834], [-0.075, -6.017, 1.665], [1.445, -7.643, 2.919], [-1.126, -4.787, 4.636], [-1.685, -2.846, 3.183], [-0.240, -5.019, -0.233], [0.340, -6.916, 1.224]], "forces_ev_per_angstrom": [[0.103, -0.440, 0.253], [-0.041, -0.119, 0.039], [0.015, 0.170, -0.060], [-0.004, 0.007, -0.116], [0.047, 0.027, 0.112], [0.110, 0.321, -0.313], [-0.262, -0.285, -0.022], [0.128, 0.183, 0.045], [-0.099, -0.129, -0.002], [0.005, 0.018, 0.008], [-0.002, 0.003, -0.008], [0.038, 0.040, -0.007], [-0.003, -0.004, -0.012], [-0.018, -0.031, -0.011], [-0.007, -0.010, 0.020], [0.048, 0.075, 0.147], [-0.013, -0.006, -0.035], [-0.020, 0.076, 0.111], [0.056, -0.109, -0.137], [0.038, 0.122, 0.203], [-0.152, 0.085, 0.097], [0.078, -0.016, -0.054], [-0.048, 0.014, 0.031], [0.003, 0.020, -0.007], [-0.004, 0.002, -0.019], [0.048, -0.037, -0.009], [-0.007, 0.005, 0.000], [0.001, -0.030, -0.022], [-0.006, 0.001, 0.019], [0.039, -0.072, 0.013], [-0.009, 0.012, -0.097], [0.013, 0.037, 0.006], [0.005, 0.022, 0.001], [0.013, 0.022, -0.026], [0.020, 0.009, 0.047], [-0.025, -0.012, 0.013], [-0.019, 0.022, 0.014], [-0.013, 0.001, -0.007], [-0.001, -0.011, -0.013], [0.019, -0.016, -0.026], [-0.022, 0.018, 0.010], [0.009, 0.005, 0.007], [0.027, 0.156, -0.190], [0.092, -0.130, 0.210], [0.007, 0.095, -0.075], [-0.029, 0.081, -0.077], [-0.078, 0.136, -0.024], [-0.004, -0.193, 0.005], [0.027, 0.063, 0.056], [0.020, -0.008, 0.007], [-0.037, 0.040, -0.039], [0.065, 0.047, -0.018], [-0.165, -0.140, 0.106], [-0.090, -0.039, -0.112], [0.037, -0.012, 0.051], [0.070, 0.028, -0.047], [0.042, -0.038, -0.008], [-0.004, -0.015, -0.005], [0.022, -0.033, -0.019], [-0.023, -0.024, 0.000], [-0.036, -0.008, -0.016]], "e_lumo_ha": -0.32231, "orbital_gap_ev": 6.06, "total_energy_ev": -82700.801, "total_charge": 2}

{"formula": "C25H18F4FeN10", "method": "ωB97M-V with the def2-TZVPD basis set", "symbols": ["Fe", "N", "C", "N", "C", "N", "N", "C", "N", "C", "C", "C", "C", "C", "N", "H", "H", "H", "H", "H", "H", "H", "H", "F", "C", "C", "F", "C", "C", "C", "F", "C", "C", "C", "N", "C", "N", "F", "C", "C", "N", "C", "N", "C", "C", "C", "C", "C", "H", "H", "H", "H", "H", "H", "H", "H", "H", "H"], "xyz": [[0.685, -0.213, 0.387], [-0.829, -1.742, 2.990], [-0.215, -0.617, 3.384], [-0.125, -0.357, 4.677], [0.442, 0.810, 4.991], [0.620, 1.097, 6.274], [0.837, 1.752, 4.091], [0.739, 1.377, 2.847], [0.297, 0.185, 2.412], [1.096, 2.349, 1.779], [1.268, 3.692, 2.048], [1.505, 4.553, 0.986], [1.565, 4.042, -0.300], [1.397, 2.680, -0.481], [1.169, 1.847, 0.538], [-1.298, -2.283, 3.698], [-1.172, -1.799, 2.044], [0.316, 0.446, 6.977], [1.011, 1.985, 6.536], [1.201, 4.040, 3.068], [1.630, 5.613, 1.162], [1.737, 4.681, -1.154], [1.439, 2.238, -1.468], [0.448, 0.083, -2.613], [-0.090, 1.016, -3.441], [0.709, 1.464, -4.457], [1.935, 0.945, -4.540], [0.273, 2.434, -5.381], [-1.049, 2.881, -5.165], [-1.836, 2.429, -4.132], [-3.054, 2.945, -4.011], [-1.394, 1.472, -3.207], [-2.193, 1.029, -2.086], [-1.650, 0.238, -1.109], [-1.161, -0.426, -0.273], [-3.541, 1.431, -1.837], [-4.626, 1.703, -1.568], [-1.569, 3.794, -5.970], [1.105, 2.936, -6.426], [2.447, 2.505, -6.607], [3.544, 2.179, -6.741], [0.682, 3.930, -7.347], [0.379, 4.763, -8.083], [3.398, -0.214, -1.669], [3.049, -0.744, -0.310], [3.796, -0.124, 0.840], [2.004, -2.543, 1.146], [2.258, -1.837, -0.161], [4.470, -0.354, -1.832], [3.220, 0.861, -1.737], [2.856, -0.712, -2.468], [4.779, -0.600, 0.892], [3.316, -0.273, 1.808], [3.959, 0.941, 0.679], [2.790, -3.206, 1.516], [1.098, -3.147, 1.093], [1.868, -1.844, 1.978], [1.885, -2.320, -1.060]], "forces_ev_per_angstrom": [[-0.077, 0.111, 0.257], [0.021, 0.045, -0.005], [-0.041, -0.041, -0.036], [-0.016, 0.019, 0.006], [0.008, 0.011, 0.029], [-0.002, -0.010, -0.011], [-0.034, -0.009, -0.025], [0.002, 0.048, 0.120], [0.129, -0.102, 0.006], [0.042, 0.023, -0.018], [0.044, -0.007, 0.023], [0.005, 0.032, -0.008], [0.012, 0.011, 0.002], [0.028, -0.026, 0.062], [-0.096, 0.051, -0.281], [0.001, 0.003, 0.004], [-0.012, -0.020, -0.002], [-0.001, 0.001, 0.002], [-0.002, 0.001, 0.002], [-0.004, -0.004, 0.000], [0.005, -0.004, -0.003], [-0.002, -0.004, 0.001], [-0.018, -0.002, -0.012], [-0.001, 0.002, 0.013], [-0.024, 0.009, 0.024], [0.014, -0.019, -0.017], [-0.018, 0.019, 0.002], [0.049, 0.027, -0.045], [0.001, 0.026, -0.012], [-0.011, -0.029, 0.001], [-0.018, -0.002, 0.002], [0.035, -0.015, -0.018], [-0.109, 0.016, 0.139], [-0.033, 0.030, -0.172], [0.105, -0.154, -0.121], [0.077, -0.013, -0.012], [0.015, 0.010, 0.008], [-0.003, 0.004, -0.013], [0.060, 0.010, -0.132], [-0.080, -0.022, 0.127], [-0.002, 0.030, -0.058], [-0.053, 0.012, 0.151], [0.043, -0.044, -0.056], [0.005, 0.025, 0.008], [0.007, -0.070, -0.010], [-0.022, -0.018, -0.048], [-0.413, -0.052, 0.563], [0.149, 0.083, 0.057], [-0.006, -0.016, -0.003], [0.032, -0.026, 0.008], [0.001, -0.014, 0.002], [0.008, 0.024, 0.029], [0.005, 0.000, 0.021], [-0.010, 0.000, -0.003], [0.236, 0.010, -0.491], [0.023, -0.019, -0.037], [-0.026, 0.001, -0.008], [-0.028, 0.049, -0.012]], "de_lowest_kj_mol": 0.0, "s_squared": 8.801, "e_lumo_ha": [-0.14912, -0.17445], "multiplicity": 6, "orbital_gap_ev": [6.06, 6.15], "total_energy_ev": -86368.539, "total_charge": 1}

{"formula": "C25H19As2ClF7Ir", "method": "ωB97M-V with the def2-TZVPD basis set", "symbols": ["Ir", "Cl", "C", "H", "H", "F", "C", "C", "C", "C", "C", "C", "H", "H", "H", "H", "F", "As", "F", "F", "F", "F", "F", "C", "C", "C", "C", "C", "C", "As", "C", "C", "C", "C", "C", "C", "C", "C", "C", "C", "C", "C", "H", "H", "H", "H", "H", "H", "H", "H", "H", "H", "H", "H", "H"], "xyz": [[-1.764, 0.843, -0.122], [-4.079, 1.162, 0.364], [-3.126, 2.182, -0.742], [-2.996, 3.181, -0.337], [-3.483, 2.105, -1.761], [-3.105, -3.782, -3.734], [-2.791, -2.765, -2.950], [-2.274, -1.612, -3.538], [-1.907, -0.574, -2.715], [-2.124, -0.655, -1.319], [-2.684, -1.836, -0.768], [-2.998, -2.899, -1.578], [-2.164, -1.561, -4.613], [-1.483, 0.323, -3.146], [-2.853, -1.915, 0.299], [-3.410, -3.818, -1.185], [-1.532, 2.302, 1.476], [-0.801, 3.755, 2.452], [-0.668, 2.643, 3.752], [-2.420, 4.100, 2.881], [-0.132, 5.066, 3.289], [-1.004, 4.616, 0.964], [0.734, 3.205, 1.860], [3.609, 1.070, 3.963], [2.403, 0.669, 4.516], [1.363, 0.261, 3.692], [1.558, 0.258, 2.318], [2.763, 0.657, 1.751], [3.790, 1.064, 2.585], [0.137, -0.356, 1.185], [0.694, -1.984, 0.317], [0.748, -3.244, 0.888], [1.113, -4.325, 0.097], [1.404, -4.142, -1.250], [1.344, -2.881, -1.821], [0.995, -1.785, -1.037], [0.882, -0.398, -1.515], [1.177, 0.069, -2.765], [0.956, 1.428, -3.088], [0.490, 2.316, -2.157], [0.252, 1.891, -0.825], [0.424, 0.527, -0.516], [4.413, 1.398, 4.608], [2.261, 0.687, 5.588], [0.409, -0.017, 4.120], [2.905, 0.661, 0.678], [4.731, 1.386, 2.160], [0.516, -3.392, 1.936], [1.170, -5.314, 0.532], [1.683, -4.992, -1.859], [1.576, -2.756, -2.871], [1.571, -0.596, -3.523], [1.187, 1.774, -4.087], [0.378, 3.364, -2.400], [0.160, 2.638, -0.047]], "forces_ev_per_angstrom": [[0.028, -0.561, 0.525], [-0.174, -0.064, 0.245], [0.034, 0.052, -0.634], [-0.015, -0.004, -0.002], [-0.176, 0.126, 0.062], [0.026, 0.093, 0.068], [-0.069, -0.207, -0.138], [0.185, 0.353, 0.009], [-0.108, -0.411, -0.435], [0.064, 1.111, 0.428], [-0.169, -0.447, -0.236], [-0.008, 0.086, 0.354], [-0.011, -0.038, -0.004], [-0.026, 0.039, 0.060], [0.018, 0.050, 0.008], [-0.001, -0.015, -0.036], [0.028, -0.106, 0.045], [-0.107, 0.094, -0.009], [0.000, -0.003, 0.006], [0.013, 0.017, -0.024], [-0.013, -0.020, -0.012], [0.004, 0.006, -0.017], [0.041, -0.031, 0.013], [0.004, 0.000, 0.003], [-0.008, 0.003, 0.014], [-0.015, 0.068, -0.010], [-0.104, -0.023, 0.108], [0.031, -0.030, 0.045], [-0.004, 0.006, -0.017], [0.138, -0.121, -0.090], [0.024, 0.044, -0.026], [0.009, -0.025, -0.029], [-0.006, -0.003, 0.025], [0.004, 0.008, -0.023], [-0.003, -0.018, 0.003], [-0.013, -0.014, 0.005], [-0.013, 0.005, 0.055], [-0.018, 0.020, -0.003], [0.018, 0.016, -0.017], [0.054, -0.009, -0.016], [-0.065, -0.031, -0.103], [0.420, 0.019, -0.146], [-0.001, -0.001, 0.001], [0.000, 0.002, -0.001], [-0.001, -0.007, -0.002], [-0.013, -0.009, -0.017], [0.000, 0.001, 0.001], [0.004, 0.005, 0.003], [0.000, 0.000, -0.001], [0.002, -0.002, 0.003], [0.003, 0.001, 0.001], [0.006, 0.001, -0.001], [0.008, -0.003, 0.000], [-0.018, 0.001, 0.006], [-0.004, -0.021, -0.046]], "de_lowest_kj_mol": 143.9, "s_squared": 0.771, "e_lumo_ha": [-0.16854, -0.25704], "multiplicity": 2, "orbital_gap_ev": [7.38, 4.95], "total_energy_ev": -182288.627, "total_charge": 1}

{"formula": "C25H19BCuF2N3O2P", "method": "ωB97M-V with the def2-TZVPD basis set", "symbols": ["Cu", "N", "P", "C", "C", "C", "C", "C", "C", "C", "C", "C", "C", "C", "C", "C", "C", "C", "C", "C", "N", "H", "H", "H", "H", "H", "H", "H", "H", "H", "H", "H", "H", "H", "H", "H", "F", "B", "F", "O", "C", "N", "C", "O", "C", "C", "C", "C", "C", "C", "H", "H", "H", "H"], "xyz": [[-0.160, 0.139, 0.546], [2.396, 1.519, -0.612], [2.228, 0.061, 0.276], [3.571, 0.132, 1.482], [4.904, 0.305, 1.109], [5.891, 0.380, 2.077], [5.552, 0.269, 3.421], [4.232, 0.079, 3.796], [3.239, 0.010, 2.827], [2.734, -1.210, -0.915], [2.151, -1.193, -2.182], [2.356, -2.244, -3.061], [3.141, -3.324, -2.678], [3.719, -3.349, -1.418], [3.512, -2.300, -0.533], [1.311, 2.297, -0.957], [1.484, 3.453, -1.730], [0.377, 4.187, -2.082], [-0.887, 3.774, -1.666], [-0.974, 2.635, -0.902], [0.099, 1.908, -0.546], [3.282, 1.810, -0.996], [5.173, 0.362, 0.060], [6.925, 0.515, 1.787], [6.326, 0.322, 4.176], [3.972, -0.023, 4.841], [2.207, -0.164, 3.107], [1.511, -0.368, -2.476], [1.888, -2.228, -4.036], [3.290, -4.153, -3.359], [4.319, -4.196, -1.112], [3.932, -2.341, 0.463], [2.478, 3.746, -2.041], [0.492, 5.081, -2.681], [-1.779, 4.321, -1.931], [-1.925, 2.260, -0.550], [-2.027, 0.098, 2.834], [-1.892, 0.439, 1.552], [-3.019, 0.897, 0.991], [1.247, -2.430, 1.731], [0.509, -2.675, 0.790], [-0.327, -1.775, 0.184], [-0.891, -2.326, -0.950], [-1.591, -1.744, -1.749], [-0.433, -3.757, -1.030], [-0.691, -4.744, -1.956], [-0.070, -5.977, -1.766], [0.779, -6.195, -0.685], [1.038, -5.186, 0.240], [0.415, -3.973, 0.041], [-1.350, -4.561, -2.795], [-0.250, -6.781, -2.468], [1.245, -7.165, -0.565], [1.704, -5.339, 1.080]], "forces_ev_per_angstrom": [[0.026, 0.048, -0.009], [0.028, -0.007, -0.009], [0.014, 0.018, 0.004], [-0.007, -0.002, 0.017], [-0.027, 0.017, -0.003], [0.014, 0.001, 0.002], [0.000, -0.005, 0.003], [0.006, 0.001, -0.012], [-0.005, -0.016, 0.012], [0.008, -0.036, 0.022], [-0.013, -0.007, -0.005], [0.003, 0.004, 0.001], [-0.002, -0.005, 0.000], [0.005, -0.001, 0.007], [0.006, 0.035, -0.021], [-0.002, -0.003, 0.002], [-0.001, 0.008, 0.006], [0.015, 0.002, 0.001], [-0.021, -0.003, 0.002], [0.032, 0.024, -0.009], [-0.054, -0.009, -0.047], [-0.007, 0.001, -0.002], [0.010, 0.003, -0.001], [-0.001, 0.001, -0.002], [0.002, 0.001, 0.000], [-0.001, 0.003, 0.003], [0.007, -0.002, -0.006], [-0.006, 0.003, 0.004], [-0.002, 0.000, -0.001], [0.002, 0.001, -0.001], [0.000, -0.003, -0.004], [0.002, -0.008, 0.003], [0.002, -0.002, 0.001], [0.003, 0.001, 0.000], [-0.003, 0.000, 0.001], [0.005, 0.008, -0.008], [-0.007, -0.017, -0.016], [-0.024, -0.050, 0.047], [0.012, 0.027, -0.007], [0.016, -0.013, 0.026], [-0.074, -0.013, -0.020], [0.040, 0.029, 0.009], [-0.043, -0.028, 0.032], [0.009, -0.003, -0.005], [0.020, -0.004, -0.001], [-0.006, 0.002, 0.000], [0.000, -0.002, -0.002], [0.001, 0.008, 0.008], [0.006, -0.007, -0.003], [0.011, 0.003, -0.017], [0.001, -0.002, -0.002], [-0.001, 0.000, 0.000], [-0.001, -0.001, -0.002], [0.001, -0.001, 0.000]], "s_squared": 0.755, "e_lumo_ha": [0.01178, -0.02132], "multiplicity": 2, "orbital_gap_ev": [8.09, 7.91], "total_energy_ev": -94843.204}